# 1
# C4HNO

C4HNO in the gas phase in a non-equilibrium geometry (the ωB97M-V functional and the def2-TZVPD basis, the OMol25 dataset).

SMILES: C#CC(=O)C#N
Energy relative to the best compared isomer or geometry (same formula, charge and spin), kcal/mol: 35.59
Total charge: 0
E_HOMO, eV: -11.42

Structure (XYZ):
```
7
C4HNO, DFT the ωB97M-V functional and the def2-TZVPD basis
C 2.119 -0.890 0.071
C 1.251 0.034 -0.184
C -0.041 0.595 -0.219
O -0.282 1.720 0.164
C -1.145 -0.386 -0.027
N -2.001 -1.209 0.057
H 3.167 -1.420 0.444
```

# 2
# C6H13O2

2 unconnected molecules or ions with the total composition C6H13O2 in a non-equilibrium geometry (the ωB97M-V functional and the def2-TZVPD basis, the OMol25 dataset).

Energy relative to the best compared isomer or geometry (same formula, charge and spin), kcal/mol: 11.73
Total charge: -1
E_HOMO, eV: -3.79

Structure (XYZ):
```
21
C6H13O2, DFT the ωB97M-V functional and the def2-TZVPD basis
C -2.820 0.404 1.994
C -2.593 -1.052 1.589
C -2.490 1.366 0.887
H -3.878 0.540 2.272
H -2.257 0.662 2.890
H -2.674 -1.178 0.517
H -3.312 -1.729 2.046
H -1.413 1.382 0.699
H -2.993 1.113 -0.047
H -1.573 -1.361 1.836
H -2.756 2.410 1.131
C 1.191 -0.136 -0.105
C 2.193 -1.072 0.567
C 1.629 0.166 -1.567
O 1.393 -0.746 -2.383
O 2.096 1.319 -1.752
H 0.208 -0.615 -0.139
H 1.093 0.834 0.378
H 3.035 -0.522 1.001
H 2.662 -1.724 -0.177
H 1.760 -1.633 1.404
```

# 3
# C4H8O2

2 unconnected molecules or ions with the total composition C4H8O2 in a non-equilibrium geometry (the ωB97M-V functional and the def2-TZVPD basis, the OMol25 dataset).

SMILES: C=CO.C=CO
Energy relative to the best compared isomer or geometry (same formula, charge and spin), kcal/mol: 77.20
Total charge: 0
E_HOMO, eV: -8.68

Structure (XYZ):
```
14
C4H8O2, DFT the ωB97M-V functional and the def2-TZVPD basis
C -1.790 -0.174 -0.930
C -1.808 0.783 -0.014
O -0.961 1.869 0.052
H -2.835 -0.649 -1.077
H -0.938 -0.213 -1.642
H -2.553 0.747 0.779
H -1.031 1.984 1.023
C 2.171 -0.278 -0.505
C 1.920 -0.857 0.757
O 0.678 -1.044 1.313
H 3.181 -0.267 -0.850
H 1.429 0.399 -0.992
H 2.649 -1.551 1.310
H -0.111 -0.750 0.776
```

# 4
# C26H44Cl12O14S2

10 unconnected molecules or ions with the total composition C26H44Cl12O14S2 in a non-equilibrium geometry (the ωB97M-V functional and the def2-TZVPD basis, the OMol25 dataset).

SMILES: CCOS(C)(=O)=O.CCOS(C)(=O)=O.ClC(Cl)Cl.ClC(Cl)Cl.ClC(Cl)Cl.ClC(Cl)Cl.O=C1CCCO1.O=C1CCCO1.O=C1CCCO1.O=C1CCCO1
Total charge: 0
E_HOMO, eV: -10.27

Structure (XYZ):
```
98
C26H44Cl12O14S2, DFT the ωB97M-V functional and the def2-TZVPD basis
C 0.289 4.917 1.862
C 0.841 3.965 0.832
O 2.144 4.544 0.358
S 2.830 3.685 -0.749
C 4.404 4.585 -0.777
O 2.925 2.378 -0.209
O 2.105 3.912 -1.984
H 1.049 5.137 2.621
H -0.689 4.548 2.230
H 0.039 5.882 1.443
H 1.069 3.005 1.228
H 0.225 3.801 -0.058
H 5.281 3.978 -0.773
H 4.344 5.299 0.128
H 4.358 5.150 -1.750
C 0.298 -4.533 -0.567
C 1.267 -4.145 -1.621
O 1.362 -5.437 -2.380
S 1.972 -5.398 -3.915
C 0.478 -5.291 -4.959
O 2.748 -4.193 -4.003
O 2.624 -6.574 -4.173
H -0.600 -4.803 -1.071
H 0.171 -3.774 0.248
H 0.744 -5.430 -0.079
H 1.045 -3.373 -2.399
H 2.244 -3.900 -1.219
H 0.149 -4.277 -4.991
H -0.284 -5.963 -4.503
H 0.822 -5.598 -5.969
Cl -1.251 1.698 2.525
C -1.537 0.373 1.412
Cl -3.273 -0.027 1.621
Cl -0.557 -1.100 1.813
H -1.433 0.516 0.377
Cl 3.155 -6.663 4.931
C 3.714 -6.487 3.293
Cl 2.397 -6.807 2.184
Cl 5.174 -7.443 2.775
H 4.062 -5.489 3.217
Cl -1.108 4.261 -4.636
C -0.628 4.912 -3.058
Cl -2.086 5.416 -2.122
Cl 0.491 6.260 -3.177
H -0.157 4.004 -2.575
Cl -4.745 2.031 -4.295
C -4.514 2.777 -2.637
Cl -3.156 2.172 -1.750
Cl -6.004 2.575 -1.665
H -4.524 3.799 -2.845
O -1.692 5.813 5.355
C -2.207 4.736 5.251
C -3.340 4.269 4.267
C -3.782 3.055 4.962
C -2.643 2.510 5.899
O -1.823 3.683 6.015
H -4.049 5.059 4.134
H -2.706 4.032 3.389
H -4.646 3.233 5.627
H -4.083 2.166 4.390
H -2.934 2.243 6.876
H -2.136 1.678 5.442
O 3.251 -3.579 1.081
C 3.735 -2.642 1.681
C 3.570 -1.179 1.375
C 3.774 -0.477 2.729
C 4.662 -1.547 3.490
O 4.342 -2.803 2.862
H 4.359 -0.906 0.654
H 2.661 -0.986 0.835
H 4.160 0.547 2.635
H 2.831 -0.382 3.301
H 5.771 -1.466 3.517
H 4.309 -1.629 4.512
O -2.151 -1.061 -1.854
C -3.034 -1.710 -1.334
C -4.563 -1.562 -1.554
C -5.130 -3.028 -1.329
C -4.108 -3.484 -0.281
O -2.814 -2.843 -0.665
H -4.941 -0.944 -0.737
H -4.803 -1.063 -2.504
H -6.133 -3.075 -0.976
H -5.096 -3.692 -2.199
H -4.308 -3.079 0.706
H -3.897 -4.558 -0.185
O 0.104 1.452 -0.606
C 0.340 1.135 -1.731
C 1.335 0.043 -2.137
C 0.890 -0.264 -3.555
C 0.416 1.060 -4.081
O -0.168 1.678 -2.861
H 2.379 0.415 -2.156
H 1.296 -0.780 -1.425
H 1.750 -0.582 -4.159
H 0.165 -1.115 -3.489
H 1.226 1.711 -4.538
H -0.410 1.045 -4.819
```

# 5
# C3H4N2O2S

C3H4N2O2S in the gas phase in a non-equilibrium geometry (the ωB97M-V functional and the def2-TZVPD basis, the OMol25 dataset).

SMILES: Cn1onc(S)c1=O
Energy relative to the best compared isomer or geometry (same formula, charge and spin), kcal/mol: 82.61
Total charge: 0
E_HOMO, eV: -9.14

Structure (XYZ):
```
12
C3H4N2O2S, DFT the ωB97M-V functional and the def2-TZVPD basis
C 0.663 -0.547 1.927
N 0.230 -0.042 0.616
O 0.104 1.347 0.449
N -0.306 1.616 -0.796
C -0.424 0.465 -1.384
S -1.009 0.219 -3.015
C -0.151 -0.672 -0.508
O -0.160 -1.868 -0.656
H 1.556 -0.018 2.124
H -0.105 -0.374 2.624
H 0.815 -1.655 1.851
H -1.212 1.528 -3.232
```

# 6
# C5H12NO

C5H12NO in the gas phase in a non-equilibrium geometry (the ωB97M-V functional and the def2-TZVPD basis, the OMol25 dataset).

Energy relative to the best compared isomer or geometry (same formula, charge and spin), kcal/mol: 67.93
2S+1: 2
Total charge: 0
E_HOMO (spin up / spin down), eV: -3.73 / -10.40

Structure (XYZ):
```
19
C5H12NO, DFT the ωB97M-V functional and the def2-TZVPD basis
C 1.713 1.391 1.042
O 0.929 1.892 2.074
C 0.902 0.187 0.444
C -0.456 0.353 -0.268
C -0.942 -0.947 -0.776
C -1.481 -1.858 -0.074
N -0.887 -1.192 -2.234
H 1.834 2.175 0.268
H 2.572 0.897 1.480
H 1.407 2.622 2.420
H 0.737 -0.539 1.161
H 1.407 -0.285 -0.475
H -1.141 0.772 0.525
H -0.348 1.066 -1.113
H -1.664 -1.655 0.965
H -1.740 -2.911 -0.490
H -1.224 -2.085 -2.591
H 0.087 -1.048 -2.546
H -1.576 -0.561 -2.772
```

# 7
# C3H8NS

2 unconnected molecules or ions with the total composition C3H8NS in a non-equilibrium geometry (the ωB97M-V functional and the def2-TZVPD basis, the OMol25 dataset).

Energy relative to the best compared isomer or geometry (same formula, charge and spin), kcal/mol: 22.40
2S+1: 2
Total charge: 0
E_HOMO (spin up / spin down), eV: -8.54 / -7.19

Structure (XYZ):
```
13
C3H8NS, DFT the ωB97M-V functional and the def2-TZVPD basis
C -0.851 -1.826 0.396
C -0.172 -0.615 -0.130
C 0.996 -0.127 0.422
N 1.435 1.094 0.182
H -0.545 -2.047 1.421
H -1.921 -1.651 0.385
H -0.656 -2.701 -0.220
H -0.670 0.030 -0.849
H 1.571 -0.726 1.123
H 2.168 1.475 0.756
H 0.782 1.759 -0.334
S -0.931 2.552 -0.931
H -1.207 2.782 -2.221
```

# 8
# C4H5N3

C4H5N3 in the gas phase in a non-equilibrium geometry (the ωB97M-V functional and the def2-TZVPD basis, the OMol25 dataset).

SMILES: CNC(C#N)C#N
Energy relative to the best compared isomer or geometry (same formula, charge and spin), kcal/mol: 83.77
Total charge: 0
E_HOMO, eV: -9.97

Structure (XYZ):
```
12
C4H5N3, DFT the ωB97M-V functional and the def2-TZVPD basis
C 0.910 -0.565 1.140
N 0.655 -0.004 -0.188
C -0.560 0.561 -0.589
C -0.410 1.067 -2.009
N -0.212 1.585 -3.030
C -1.782 -0.351 0.197
N -1.894 -1.206 0.976
H 1.701 0.021 1.605
H 1.207 -1.616 1.047
H 0.049 -0.569 1.818
H 1.279 -0.320 -0.917
H -0.943 1.396 -0.050
```

# 9
# C24H11AlBr3N3O3

A molecular structure, C24H11AlBr3N3O3 (the ωB97M-V functional and the def2-TZVPD basis, the OMol25 dataset).

Total charge: 0
E_HOMO, eV: -8.72

Structure (XYZ):
```
45
C24H11AlBr3N3O3, DFT the ωB97M-V functional and the def2-TZVPD basis
Al -0.284 -0.397 -0.515
Br 2.328 -3.025 -3.093
C 1.667 -2.995 -1.326
C 0.676 -4.088 -0.981
C 0.508 -4.569 0.445
Br 0.964 -6.345 0.850
C -0.142 -3.775 1.310
C -0.639 -4.020 2.632
C -1.321 -3.048 3.271
C -1.510 -1.750 2.654
N -1.066 -1.439 1.496
C -0.369 -2.420 0.746
C 1.436 -1.807 -0.763
O 1.361 -0.604 -1.286
H 0.857 -4.938 -1.632
H -0.455 -4.983 3.093
H -1.724 -3.211 4.260
H -2.057 -0.978 3.188
Br -5.916 -0.195 -0.073
C -4.749 -1.676 -0.243
C -5.255 -2.967 -0.202
N -4.469 -4.025 -0.335
C -3.162 -3.844 -0.493
C -2.558 -2.588 -0.525
C -3.395 -1.479 -0.423
C -1.065 -2.428 -0.662
O -0.616 -3.579 -1.373
O 0.930 -1.763 0.555
H -6.315 -3.150 -0.071
H -2.569 -4.743 -0.601
H -2.987 -0.477 -0.487
N -2.276 8.951 2.035
C -2.021 7.863 1.762
C -1.717 6.508 1.418
C -1.171 5.648 2.370
C -0.902 4.334 2.038
C -1.175 3.864 0.753
C -1.706 4.737 -0.203
C -1.978 6.049 0.126
C -0.936 2.505 0.386
C -0.776 1.355 0.039
H -0.963 6.020 3.363
H -0.476 3.664 2.773
H -1.900 4.368 -1.200
H -2.390 6.727 -0.609
```

# 10
# C24H42N5O15

4 unconnected molecules or ions with the total composition C24H42N5O15 in a non-equilibrium geometry (the ωB97M-V functional and the def2-TZVPD basis, the OMol25 dataset).

Energy relative to the best compared isomer or geometry (same formula, charge and spin), kcal/mol: 249.91
Total charge: +1
E_HOMO, eV: -11.65

Structure (XYZ):
```
86
C24H42N5O15, DFT the ωB97M-V functional and the def2-TZVPD basis
C 0.602 4.883 5.077
C 0.028 5.483 3.625
O 0.936 6.213 2.931
N -1.402 5.238 3.219
C -1.884 3.837 3.498
C -3.484 3.528 3.874
O -1.110 2.718 3.424
N -1.701 5.681 1.941
C -2.615 6.924 1.887
C -4.188 6.517 1.644
O -5.163 6.982 2.448
C -1.201 5.031 0.843
N -0.273 3.841 0.686
C -0.043 3.453 -0.766
C 0.867 2.184 -1.291
C 0.583 1.799 -2.892
C 2.002 1.218 -3.514
C 2.068 -0.392 -3.209
O 3.267 -0.950 -2.906
O 0.888 -1.309 -3.259
N -0.838 4.485 -1.547
N -1.453 5.343 -0.612
O -2.172 6.302 -1.215
H 0.926 5.851 5.691
H -0.226 4.353 5.711
H 1.526 4.204 4.817
H -3.913 2.660 3.175
H -3.478 3.057 4.965
H -4.134 4.500 3.816
H -2.202 7.649 1.035
H -2.437 7.522 2.901
H -4.511 5.779 0.795
H 0.493 1.229 -0.681
H 2.003 2.360 -1.058
H 0.282 2.743 -3.516
H -0.305 1.020 -2.936
H 2.068 1.504 -4.656
H 2.896 1.799 -2.985
H 0.876 -1.794 -2.377
H -0.920 4.561 -2.598
H -1.526 7.092 -1.274
C 4.452 -3.823 -2.773
C 3.800 -4.386 -1.522
O 3.171 -5.644 -1.797
C 4.003 -6.712 -1.874
O 5.216 -6.691 -1.723
O 3.260 -7.804 -2.178
C 4.030 -8.986 -2.387
H 3.731 -3.773 -3.594
H 4.848 -2.821 -2.585
H 5.276 -4.459 -3.112
H 3.012 -3.704 -1.186
H 4.518 -4.480 -0.698
H 4.697 -9.182 -1.541
H 4.600 -8.898 -3.317
H 3.340 -9.829 -2.482
C 7.031 -9.714 0.594
C 6.379 -10.278 1.845
O 5.750 -11.535 1.570
C 6.582 -12.603 1.493
O 7.795 -12.583 1.644
O 5.839 -13.696 1.189
C 6.609 -14.878 0.980
H 6.310 -9.664 -0.227
H 7.427 -8.712 0.782
H 7.855 -10.350 0.255
H 5.591 -9.595 2.181
H 7.097 -10.372 2.669
H 7.276 -15.074 1.826
H 7.179 -14.790 0.050
H 5.919 -15.721 0.885
C -6.860 6.570 -0.793
C -7.453 7.292 0.405
O -8.277 8.386 -0.015
C -9.515 8.053 -0.458
O -9.977 6.922 -0.517
O -10.143 9.188 -0.852
C -11.426 8.965 -1.433
H -6.340 7.275 -1.449
H -6.157 5.798 -0.471
H -7.641 6.094 -1.395
H -6.643 7.719 1.007
H -8.012 6.609 1.054
H -12.064 8.366 -0.775
H -11.313 8.481 -2.408
H -11.904 9.937 -1.582
```

# 11
# C24H30FFeN4O9

A molecular structure, C24H30FFeN4O9 (the ωB97M-V functional and the def2-TZVPD basis, the OMol25 dataset).

Energy relative to the best compared isomer or geometry (same formula, charge and spin), kcal/mol: 25.69
2S+1: 6
Total charge: 0
E_HOMO (spin up / spin down), eV: -7.06 / -7.17

Structure (XYZ):
```
69
C24H30FFeN4O9, DFT the ωB97M-V functional and the def2-TZVPD basis
Fe -0.090 -0.401 0.192
O -1.207 0.367 -2.024
C -0.249 0.343 -3.078
C 0.888 1.244 -2.659
N 1.532 0.778 -1.450
C 1.909 1.861 -0.560
C 0.684 2.405 0.188
O 0.615 3.568 0.537
O -0.218 1.515 0.425
C 2.551 -0.229 -1.600
C 2.694 -1.066 -0.325
O 3.668 -1.779 -0.180
O 1.740 -0.946 0.545
H -1.797 -0.383 -2.135
H -0.697 0.721 -4.003
H 0.109 -0.681 -3.238
H 0.494 2.244 -2.466
H 1.587 1.334 -3.506
H 2.425 2.685 -1.067
H 2.583 1.459 0.198
H 3.541 0.178 -1.848
H 2.267 -0.919 -2.392
F -4.936 -2.239 4.027
C -4.276 -3.036 3.150
C -3.568 -2.464 2.130
C -2.920 -3.273 1.199
C -2.122 -2.629 0.145
O -2.110 -1.394 0.044
C -1.373 -3.512 -0.698
C -1.526 -4.846 -0.560
N -2.266 -5.450 0.420
C -2.387 -6.883 0.459
C -1.712 -7.644 1.567
C -1.183 -7.716 0.166
C -2.974 -4.667 1.317
C -3.696 -5.230 2.377
C -4.343 -4.426 3.301
N -5.005 -5.060 4.398
C -6.169 -5.877 4.096
C -6.150 -7.087 5.053
N -5.233 -6.729 6.185
C -5.591 -5.376 6.722
C -5.196 -4.340 5.649
C -0.407 -2.952 -1.730
O -0.261 -3.578 -2.777
O 0.173 -1.891 -1.360
H -3.488 -1.389 2.032
H -1.017 -5.503 -1.252
H -3.346 -7.254 0.112
H -2.223 -8.505 1.976
H -1.136 -7.067 2.277
H -1.338 -8.619 -0.406
H -0.250 -7.210 -0.034
H -3.697 -6.302 2.519
H -6.125 -6.224 3.067
H -7.099 -5.307 4.218
H -5.750 -7.987 4.590
H -7.128 -7.304 5.480
H -4.301 -6.632 5.765
H -5.214 -7.447 6.907
H -5.069 -5.226 7.664
H -6.663 -5.395 6.910
H -4.263 -3.850 5.920
H -5.977 -3.577 5.597
C -1.126 0.163 2.913
O -0.585 -0.668 1.945
H -2.214 0.012 3.008
H -0.954 1.218 2.681
H -0.677 -0.063 3.890
```

# 12
# C9H21N3O

A molecular structure, C9H21N3O in a non-equilibrium geometry (the ωB97M-V functional and the def2-TZVPD basis, the OMol25 dataset).

Energy relative to the best compared isomer or geometry (same formula, charge and spin), kcal/mol: 121.66
Total charge: 0
E_HOMO, eV: -9.09

Structure (XYZ):
```
34
C9H21N3O, DFT the ωB97M-V functional and the def2-TZVPD basis
C -1.002 2.238 0.565
C -1.594 1.544 -0.624
C -2.781 0.641 -0.357
C -2.623 -0.588 0.645
C -2.053 -1.702 -0.309
C 0.280 -1.376 0.717
C 1.744 -1.610 0.311
C 2.683 -0.461 0.471
C 2.296 0.831 -0.375
H -0.050 2.501 0.150
H -1.012 1.566 1.685
H -1.690 3.386 0.478
H -1.899 2.318 -1.254
H -0.888 1.039 -1.356
H -3.106 0.401 -1.404
H -3.747 1.168 0.083
H -2.047 -0.356 1.536
H -3.632 -0.817 0.860
H -2.663 -1.682 -1.156
H -2.368 -2.693 0.188
H -0.123 -1.866 -1.119
H 2.117 -2.171 1.158
H 2.739 -2.400 -1.326
H 0.932 -3.048 -0.866
H 3.855 -0.700 0.253
H 2.761 -0.066 1.503
H 2.545 0.527 -1.379
H 1.181 0.937 -0.438
H 2.594 3.011 -0.390
H 3.318 2.152 1.212
N -0.634 -1.607 -0.331
N 1.757 -2.146 -1.025
N 3.114 2.030 -0.027
O -0.003 -1.000 1.922
```